Formula: C14H36F2GaN2
Source: the Open Molecules 2025 dataset
Level of theory: ωB97M-V/def2-TZVPD

LUMO: 2.9 eV
molar mass: 340.2 g mol⁻¹
frontier orbital gap: 7.78 eV
HOMO level: -4.83 eV
charge: -1

Geometry as XYZ:
```
55
Properties=species:S:1:pos:R:3:forces:R:3
F -3.137 3.435 0.362 -0.09 -0.07 0.10
C -2.264 3.830 -0.678 0.17 0.03 -0.22
C -0.857 3.327 -0.515 -0.15 -0.10 0.13
Ga -0.331 2.530 1.305 0.14 -0.22 -0.36
F -0.101 3.914 2.493 -0.05 0.06 0.08
H -2.739 3.452 -1.587 -0.05 0.05 -0.07
H -2.294 4.920 -0.689 -0.09 0.06 0.04
H -0.161 4.135 -0.744 0.11 0.01 0.07
H -0.656 2.523 -1.229 0.00 -0.04 -0.01
H -1.387 1.453 1.844 -0.04 0.05 0.12
H 1.124 1.853 1.069 0.04 0.06 0.08
C 4.755 1.159 2.785 0.05 0.03 -0.03
C 4.014 -0.095 3.220 0.05 0.10 0.07
N 3.706 -0.990 2.122 0.08 -0.09 0.09
C 2.737 -2.011 2.461 -0.18 0.00 -0.04
C 3.125 -3.060 3.513 -0.02 -0.03 -0.04
C 4.834 -1.411 1.318 0.08 0.02 -0.11
C 5.996 -2.131 2.022 0.00 -0.03 -0.06
H 4.201 1.680 2.004 -0.03 -0.04 -0.02
H 4.856 1.834 3.635 0.00 0.00 0.01
H 5.760 0.940 2.420 0.00 0.00 0.00
H 3.067 0.216 3.666 -0.06 -0.09 -0.03
H 4.591 -0.592 4.020 -0.02 0.04 0.01
H 2.451 -2.521 1.537 0.03 -0.01 -0.01
H 1.837 -1.492 2.802 0.02 0.03 0.02
H 3.842 -3.786 3.129 0.04 0.03 0.01
H 2.235 -3.615 3.820 -0.01 0.00 0.00
H 3.549 -2.600 4.407 0.00 0.02 0.00
H 5.237 -0.528 0.817 0.00 0.02 0.03
H 4.447 -2.046 0.517 -0.02 -0.03 0.02
H 6.286 -1.622 2.943 0.00 0.02 0.00
H 6.870 -2.147 1.368 0.00 0.00 -0.01
H 5.755 -3.165 2.270 -0.03 0.02 0.05
C -1.963 -0.852 -0.948 0.03 0.03 0.02
C -3.307 -0.268 -1.348 0.01 -0.01 0.10
N -3.299 0.342 -2.667 -0.06 -0.06 -0.01
C -4.453 1.178 -2.926 -0.04 0.16 0.01
C -5.834 0.510 -2.990 -0.01 0.03 -0.05
C -2.866 -0.513 -3.753 0.09 -0.04 -0.08
C -3.633 -1.823 -3.991 0.01 0.01 -0.06
H -1.186 -0.091 -1.034 0.04 -0.02 0.02
H -2.003 -1.169 0.094 0.03 0.03 0.02
H -1.678 -1.719 -1.548 -0.03 0.02 -0.04
H -3.558 0.519 -0.633 -0.02 0.02 -0.01
H -4.084 -1.046 -1.244 0.01 0.01 -0.01
H -4.275 1.717 -3.862 0.01 -0.02 -0.02
H -4.475 1.940 -2.142 0.00 -0.04 0.04
H -5.972 -0.065 -3.905 0.02 -0.04 0.02
H -6.612 1.277 -2.967 0.00 0.01 0.00
H -6.001 -0.152 -2.139 0.02 0.00 0.01
H -1.815 -0.761 -3.585 -0.01 -0.01 0.05
H -2.878 0.085 -4.669 -0.04 0.01 0.00
H -3.808 -2.360 -3.058 0.02 0.01 0.02
H -3.050 -2.478 -4.642 0.00 0.01 -0.01
H -4.597 -1.659 -4.472 -0.03 0.01 0.05
```
Forces are in eV/Å.